Computed, not measured: C24H41F3HfP2 as an isolated structure, with ωB97M-V with the def2-TZVPD basis set.

## Properties
Molecular weight: 627.0 g/mol
Total energy: -1968.79616 Ha
2S+1: 1
Total charge: +2
HOMO-LUMO gap: 6.435 eV

Positions of all 71 atoms, in Å:
Hf: -0.82 -0.12 -0.78
C: 0.57 0.85 1.54
C: -0.86 0.65 1.45
C: 0.22 -1.42 1.46
C: 1.21 -0.41 1.54
C: -1.08 -0.80 1.42
C: 1.23 2.14 1.85
H: 0.63 3.00 1.52
H: 2.22 2.21 1.39
H: 1.38 2.25 2.94
C: 2.65 -0.67 1.75
H: 3.25 0.25 1.69
H: 3.06 -1.37 1.00
H: 2.84 -1.12 2.74
C: 0.47 -2.88 1.63
H: 0.91 -3.08 2.62
H: 1.17 -3.26 0.88
H: -0.46 -3.45 1.55
C: -2.39 -1.47 1.67
H: -2.62 -1.54 2.75
H: -2.40 -2.50 1.27
H: -3.23 -0.94 1.20
C: -1.90 1.64 1.86
H: -2.09 1.57 2.94
H: -2.85 1.47 1.35
H: -1.58 2.67 1.65
C: 0.22 1.20 -2.52
C: 0.05 2.07 -1.44
C: -1.12 3.02 -1.26
C: -2.54 2.41 -1.45
C: -2.75 0.90 -1.32
C: -3.02 0.04 -2.58
C: -1.80 -0.09 -3.57
C: -0.79 1.09 -3.64
H: -1.03 3.87 -1.97
H: -2.93 2.73 -2.44
H: -1.06 3.47 -0.26
H: -1.33 2.07 -3.75
H: 1.21 0.76 -2.71
H: 0.93 2.34 -0.84
H: -0.24 0.95 -4.60
H: -1.30 -1.05 -3.38
H: -3.20 -0.97 -2.19
H: -2.17 -0.26 -4.60
H: -3.21 2.92 -0.73
H: -3.54 0.69 -0.57
P: -3.23 2.66 -4.55
C: -2.44 3.07 -6.15
C: -4.49 3.97 -4.40
P: -4.57 0.21 -3.49
C: -4.29 1.20 -4.98
C: -5.85 0.94 -2.49
C: -5.03 -1.45 -3.98
H: -1.97 2.18 -6.59
H: -1.66 3.82 -5.96
H: -3.18 3.49 -6.85
H: -4.94 4.16 -5.38
H: -3.99 4.88 -4.04
H: -5.27 3.70 -3.68
H: -5.64 -1.40 -4.89
H: -5.61 -1.91 -3.17
H: -4.14 -2.06 -4.17
H: -3.81 0.62 -5.78
H: -5.26 1.58 -5.35
H: -6.37 0.13 -1.96
H: -6.57 1.47 -3.13
H: -5.43 1.63 -1.74
F: 1.60 -2.07 -1.26
C: 0.33 -1.88 -1.81
F: 0.59 -1.95 -3.18
F: -0.35 -3.09 -1.53